Entry 1:
C10H19NO4S2Tm | ωB97M-V with the def2-TZVPD basis set

The geometry in XYZ format:
```
37
C10H19NO4S2Tm, DFT ωB97M-V with the def2-TZVPD basis set
Tm 0.736 -0.370 0.245
S 1.791 2.147 -0.049
S -0.583 -2.539 -0.821
C 1.572 2.860 1.612
C 0.362 2.812 -0.994
C -0.985 2.092 -0.822
N -0.882 0.655 -1.190
C -2.139 -0.130 -1.078
C -1.942 -1.571 -1.582
H 0.679 2.799 -2.051
H 0.273 3.859 -0.683
H -1.710 2.586 -1.491
H -1.343 2.175 0.218
H -2.920 0.339 -1.704
H -2.475 -0.129 -0.026
H -1.732 -1.574 -2.665
H -2.849 -2.160 -1.412
C -1.343 -3.305 0.644
H -0.600 0.623 -2.179
H -1.961 -2.566 1.157
H -0.520 -3.629 1.290
H -1.935 -4.181 0.331
H 2.264 2.325 2.272
H 0.540 2.706 1.937
H 1.835 3.932 1.594
C 2.514 -1.133 -1.297
C 1.678 -0.513 -2.188
H 2.529 -2.226 -1.167
H 3.376 -0.612 -0.850
H 0.996 -1.075 -2.841
H 1.859 0.517 -2.531
O -0.832 -0.367 4.172
C -0.290 -0.412 3.089
O -0.659 0.010 1.902
C 1.260 -1.171 3.087
O 1.629 -1.555 4.174
O 1.807 -1.218 1.897
```

Results
Frontier orbital gap (alpha / beta) ... 6.39 / 6.41 eV
<S²> ... 2.0025
Total charge ... +1
Calculated total energy ... -71554.60107 eV
Spin multiplicity ... 3
LUMO (alpha / beta) ... -4.70 / -4.69 eV

***

Entry 2:
C10H20 | ωB97M-V with the def2-TZVPD basis set

The geometry in XYZ format:
```
30
C10H20, DFT ωB97M-V with the def2-TZVPD basis set
C -1.159 0.247 0.783
C -1.929 1.180 -0.051
C -3.089 0.359 -0.722
C -3.187 -0.883 0.155
C -1.708 -1.190 0.508
H -0.097 0.237 0.622
H -1.320 0.469 1.860
H -1.307 1.732 -0.799
H -2.365 1.989 0.627
H -2.828 0.237 -1.744
H -4.093 0.898 -0.807
H -3.728 -1.669 -0.415
H -3.830 -0.715 0.999
H -1.368 -1.859 -0.350
H -1.665 -1.750 1.444
C 2.620 0.147 1.049
C 1.744 1.144 0.206
C 1.452 0.421 -1.038
C 1.944 -0.961 -0.835
C 3.166 -0.765 -0.067
H 3.474 0.855 1.614
H 2.283 -0.429 1.940
H 2.543 2.064 0.208
H 0.815 1.490 0.783
H 2.213 0.997 -1.730
H 0.424 0.634 -1.398
H 2.123 -1.353 -1.808
H 1.127 -1.514 -0.310
H 3.682 -0.318 -0.844
H 4.062 -1.693 0.118
```

Results
Frontier orbital gap ... 11.22 eV
ΔE to the lowest compared entry with this formula, charge and spin ... 3.528 eV
Calculated total energy ... -10691.05300 eV
Spin multiplicity ... 1
LUMO ... 1.04 eV

***

Entry 3:
C10H20 | ωB97M-V with the def2-TZVPD basis set

The geometry in XYZ format:
```
30
C10H20, DFT ωB97M-V with the def2-TZVPD basis set
C -2.780 0.789 -4.474
C -2.009 -0.046 -3.765
C -1.149 -1.155 -4.478
C -1.915 -0.176 -2.255
C -0.594 0.376 -1.725
H -2.816 0.707 -5.567
H -3.361 1.591 -4.005
H -1.492 -2.194 -4.339
H -0.099 -1.084 -4.148
H -1.196 -0.910 -5.553
H -1.971 -1.262 -2.049
H -2.743 0.314 -1.707
H -0.427 1.328 -2.257
H 0.238 -0.309 -1.961
H -0.590 0.575 -0.640
C 0.062 0.530 2.059
C 0.898 0.402 3.060
C 1.506 1.641 3.710
C 1.359 -0.917 3.712
C 2.913 -1.064 3.469
H -0.253 1.442 1.538
H -0.447 -0.405 1.800
H 0.909 2.555 3.550
H 2.460 1.745 3.167
H 1.722 1.547 4.787
H 0.697 -1.631 3.186
H 1.243 -1.088 4.800
H 3.291 -2.069 3.722
H 3.539 -0.314 3.980
H 3.005 -0.917 2.380
```

Results
Frontier orbital gap ... 10.27 eV
ΔE to the lowest compared entry with this formula, charge and spin ... 2.011 eV
Calculated total energy ... -10692.56943 eV
Spin multiplicity ... 1
LUMO ... 0.95 eV

***

Entry 4:
C10H20BN2O2 | ωB97M-V with the def2-TZVPD basis set

The geometry in XYZ format:
```
35
C10H20BN2O2, DFT ωB97M-V with the def2-TZVPD basis set
B 0.168 0.187 0.250
C 0.902 4.106 -2.059
C 1.663 2.507 0.561
C 1.918 2.045 -0.832
C 0.646 1.641 -0.142
C -1.384 -1.460 0.436
C -0.056 -1.865 1.192
C -1.867 -2.470 -0.602
C -2.545 -1.107 1.370
C 0.715 -2.999 0.514
C -0.245 -2.193 2.669
N 0.245 4.073 -3.156
N 1.914 3.014 -1.985
O -1.020 -0.241 -0.233
O 0.764 -0.681 1.088
H -0.208 2.214 -0.497
H 2.257 2.063 1.344
H 1.417 3.545 0.714
H 2.686 1.297 -0.988
H -1.146 -2.585 -1.404
H -2.798 -2.117 -1.033
H -2.045 -3.432 -0.136
H -2.896 -1.982 1.906
H -3.364 -0.712 0.773
H -2.247 -0.338 2.077
H 1.666 -3.128 1.025
H 0.920 -2.755 -0.526
H 0.162 -3.931 0.566
H -0.596 -1.328 3.221
H 0.709 -2.497 3.091
H -0.950 -3.008 2.786
H -0.454 4.791 -3.311
H 1.923 2.444 -2.850
H 2.807 3.523 -1.921
H 0.341 3.380 -3.907
```

Results
Frontier orbital gap ... 9.43 eV
ΔE to the lowest compared entry with this formula, charge and spin ... 0.259 eV
Total charge ... +1
Calculated total energy ... -18440.08900 eV
Spin multiplicity ... 1
LUMO ... -3.40 eV

***

Entry 5:
C10H20Br10CrN5O15 | ωB97M-V with the def2-TZVPD basis set

The geometry in XYZ format:
```
61
C10H20Br10CrN5O15, DFT ωB97M-V with the def2-TZVPD basis set
Cr 0.163 2.151 0.763
N 2.965 1.161 2.010
O 3.416 2.230 2.478
O 2.044 1.255 1.106
O 3.331 0.058 2.409
N 0.348 1.800 4.248
O -0.506 2.448 4.869
O 1.389 1.417 4.813
O 0.170 1.557 2.994
N -0.589 -0.163 -0.337
O -1.026 -1.142 -0.903
O -0.073 0.821 -0.953
O -0.647 0.061 0.890
N -2.918 2.705 2.063
O -2.871 3.272 3.150
O -3.963 2.276 1.566
O -1.830 2.603 1.391
N 0.608 3.793 -1.320
O 1.581 3.371 -0.669
O -0.500 3.442 -0.732
O 0.594 4.388 -2.362
Br -0.851 -1.980 2.693
C 0.963 -1.638 3.298
C 1.077 -1.761 4.801
Br 2.957 -1.595 5.278
H 1.292 -0.672 2.927
H 1.541 -2.432 2.834
H 0.670 -2.684 5.203
H 0.572 -0.952 5.323
Br 3.305 0.526 -2.376
C 2.339 1.476 -3.826
C 0.873 1.153 -3.856
Br -0.076 2.430 -4.966
H 2.834 1.201 -4.758
H 2.552 2.542 -3.765
H 0.394 1.256 -2.888
H 0.733 0.147 -4.242
Br 4.911 -3.030 0.473
C 3.129 -2.250 0.031
C 2.085 -3.341 0.263
Br 2.142 -4.667 -1.179
H 3.221 -1.947 -1.007
H 2.994 -1.387 0.676
H 1.061 -3.037 0.449
H 2.417 -3.833 1.177
Br -4.108 -1.149 0.112
C -3.589 0.752 0.146
C -3.292 1.245 -1.263
Br -4.850 1.162 -2.465
H -2.744 0.890 0.816
H -4.438 1.261 0.595
H -2.497 0.569 -1.590
H -2.852 2.234 -1.350
Br -2.325 -0.202 -3.339
C -2.617 -2.161 -3.472
C -1.519 -2.864 -2.714
Br -1.351 -4.667 -3.500
H -2.708 -2.444 -4.517
H -3.614 -2.338 -3.072
H -1.736 -2.991 -1.658
H -0.578 -2.324 -2.765
```

Results
Frontier orbital gap (alpha / beta) ... 6.06 / 7.86 eV
<S²> ... 3.7980
Total charge ... -2
Calculated total energy ... -777687.27029 eV
Spin multiplicity ... 4
LUMO (alpha / beta) ... 1.83 / 3.63 eV

***

Entry 6:
C10H20Cl2O18PbS4 | ωB97M-V with the def2-TZVPD basis set

The geometry in XYZ format:
```
55
C10H20Cl2O18PbS4, DFT ωB97M-V with the def2-TZVPD basis set
Pb 0.673 0.347 -1.364
Cl -0.401 0.546 1.397
Cl 0.271 1.228 -4.148
O 2.487 1.723 0.047
C 3.741 1.128 -0.322
C 4.073 0.560 -1.833
O 2.956 0.030 -2.544
H 3.716 0.212 0.270
H 4.605 1.666 0.068
H 4.958 -0.075 -1.882
H 4.448 1.366 -2.463
C 3.638 -3.333 2.767
C 4.638 -2.849 1.745
O 4.009 -2.844 0.567
S 2.381 -2.855 0.581
O 1.868 -4.155 -0.017
O 1.783 -1.616 0.193
O 2.374 -2.838 2.276
H 3.822 -3.084 3.812
H 3.681 -4.416 2.647
H 5.500 -3.512 1.666
H 5.029 -1.865 2.004
C -1.978 -3.068 1.006
C -1.412 -4.310 0.349
O -1.754 -4.231 -1.019
S -1.901 -2.673 -1.530
O -2.959 -2.608 -2.536
O -0.612 -1.986 -1.753
O -2.522 -2.187 -0.026
H -1.286 -2.456 1.584
H -2.767 -3.349 1.704
H -1.950 -5.150 0.789
H -0.353 -4.520 0.500
C 0.453 5.188 0.318
C -0.781 4.802 1.076
O -1.652 4.210 0.159
S -1.023 3.977 -1.378
O -1.989 4.392 -2.456
O -0.367 2.652 -1.571
O 0.108 5.237 -1.049
H 1.178 4.414 0.569
H 0.860 6.195 0.403
H -1.270 5.629 1.590
H -0.568 4.068 1.854
C -4.615 0.295 0.495
C -4.392 1.778 0.288
O -4.143 2.077 -1.029
S -3.593 0.763 -1.809
O -2.165 0.610 -1.514
O -4.078 0.744 -3.164
O -4.490 -0.185 -0.793
H -5.595 0.153 0.950
H -3.818 -0.126 1.108
H -3.485 2.066 0.819
H -5.330 2.237 0.597
```

Results
Frontier orbital gap ... 3.90 eV
ΔE to the lowest compared entry with this formula, charge and spin ... 0.000 eV
Total charge ... -2
Calculated total energy ... -121175.81845 eV
Spin multiplicity ... 1
LUMO ... 3.78 eV

***

Entry 7:
C10H20N2O14 | ωB97M-V with the def2-TZVPD basis set

The geometry in XYZ format:
```
46
C10H20N2O14, DFT ωB97M-V with the def2-TZVPD basis set
C -2.160 -2.899 2.121
C -2.001 -2.995 0.620
O -1.648 -4.008 -0.015
N -2.660 -1.818 0.015
H -3.660 -1.918 0.124
H -2.378 -1.076 0.640
C -2.247 -1.582 -1.476
H -2.638 -3.866 2.276
H -2.892 -2.216 2.554
H -1.152 -2.995 2.525
H -2.317 -2.449 -2.132
H -1.202 -1.345 -1.277
H -2.708 -0.650 -1.804
C 1.882 0.605 -3.215
C 2.202 2.092 -2.927
O 1.466 3.019 -3.280
N 3.100 2.217 -1.685
H 2.587 1.604 -1.068
H 3.916 1.716 -2.008
C 3.505 3.630 -1.370
H 2.148 0.300 -4.227
H 0.798 0.510 -3.141
H 2.328 -0.111 -2.525
H 4.555 3.720 -1.649
H 3.573 3.657 -0.282
H 2.978 4.455 -1.850
O -2.738 2.163 1.708
C -3.593 1.244 1.487
O -3.567 0.275 2.278
O -4.454 1.287 0.605
H -2.505 1.668 2.497
O 1.507 1.403 0.738
C 0.597 0.494 0.425
O -0.259 0.302 1.306
O 0.602 -0.070 -0.650
H 0.943 1.613 1.486
O -0.561 0.848 4.037
C 0.308 1.822 4.385
O 1.130 2.262 3.503
O 0.470 2.122 5.623
H -0.251 0.729 3.136
O 1.237 -2.370 -2.150
C 1.412 -3.505 -1.501
O 1.320 -4.546 -2.193
O 1.490 -3.530 -0.235
H 1.537 -1.809 -1.431
```

Results
Frontier orbital gap ... 4.14 eV
Total charge ... -2
Calculated total energy ... -42337.72259 eV
Spin multiplicity ... 1
LUMO ... 2.59 eV